(1)
Here is the ion C17H29N2OS with charge +1 from the Open Molecules 2025 dataset. Energies are from wB97M-V/def2-TZVPD.

Each line ends with the Mulliken charge.
Geometry (Å):
C -5.52487 -0.17013 -2.14433  -1.1727
C -5.29534 -1.36464 -1.22562  -0.6116
C -3.94357 -1.33045 -0.50577  -0.3231
C -3.87878 -0.20614 0.52454  -0.7395
N -2.52675 -0.07652 1.11686  0.3875
C -2.29415 -1.08620 2.15688  -0.9841
C -2.24492 1.29127 1.61231  -0.6013
C -1.85477 2.24144 0.47495  -0.8091
N -0.49377 2.05710 0.00335  0.0218
C -0.01218 0.96148 -0.58922  0.5666
O -0.60546 -0.12097 -0.60181  -0.8249
C 1.32818 1.10738 -1.25935  -0.5999
S 2.25618 2.59128 -0.76184  -0.2386
C 3.08714 1.94416 0.75166  -1.1068
C 3.95979 0.78062 0.42686  0.5531
C 5.16886 0.97425 -0.23414  -0.5908
C 5.96502 -0.10276 -0.56400  -0.6327
C 5.57751 -1.40312 -0.25035  0.7988
C 6.46006 -2.55801 -0.60036  -1.4230
C 4.36750 -1.59238 0.40321  -0.6443
C 3.56372 -0.51529 0.73419  -0.2892
H -5.64765 0.75522 -1.58618  0.3117
H -4.69520 -0.05530 -2.83812  0.2955
H -6.42971 -0.32317 -2.72501  0.3868
H -6.09894 -1.42251 -0.48944  0.3268
H -5.33229 -2.27537 -1.82372  0.3574
H -3.14916 -1.19144 -1.24227  0.2595
H -3.78823 -2.29518 -0.02165  0.3479
H -4.13150 0.73339 0.03337  0.2825
H -4.60224 -0.37693 1.32610  0.2860
H -1.78984 -0.22946 0.31717  0.3860
H -2.51173 -2.07604 1.76450  0.3548
H -2.93326 -0.89716 3.01939  0.4049
H -1.25287 -1.06612 2.47156  0.3630
H -1.42107 1.24110 2.32747  0.4131
H -3.12645 1.67591 2.13023  0.3487
H -2.54788 2.12497 -0.36640  0.3410
H -1.93318 3.26694 0.83573  0.4477
H 0.11404 2.87306 -0.06057  0.1721
H 1.16018 1.18837 -2.33550  0.4455
H 1.94142 0.22096 -1.08155  0.3047
H 3.66189 2.79601 1.11163  0.5527
H 2.31098 1.69164 1.47453  0.3382
H 5.47912 1.97705 -0.48902  0.4103
H 6.90332 0.06258 -1.07182  0.4037
H 7.34153 -2.55873 0.04044  0.3096
H 5.94091 -3.50377 -0.46985  0.3432
H 6.80195 -2.48097 -1.63059  0.3623
H 4.04698 -2.59219 0.65712  0.3390
H 2.62949 -0.68527 1.25445  0.3693

Summary:
HOMO-LUMO gap, eV: 8.85
SMILES: CCCC[N@H+](C)CCNC(=O)CSCc1ccc(C)cc1
Charge: +1
ΔE to the lowest compared entry with this formula, charge and spin, kcal/mol: 2.3



(2)
Here is a cluster of 2 separate species, C17H29O2Si in total in a non-equilibrium geometry from the Open Molecules 2025 dataset. Energies are from wB97M-V/def2-TZVPD.

Each line ends with the Mulliken charge.
Geometry (Å):
C -4.07455 2.00098 4.05464  -1.2732
C -3.13221 1.65901 2.89698  -0.3852
C -2.22822 0.51225 3.23545  0.6474
C -2.29382 -0.74708 2.71719  -0.3550
C -1.69510 -1.87019 3.46412  -0.9938
O -1.24912 0.78296 4.14693  -0.5970
Si 0.31384 1.21660 3.53209  0.2185
C 0.82485 2.89672 4.11391  -1.0184
C 1.52540 -0.11159 3.98445  -0.8917
C 0.26926 1.29930 1.67046  -0.5262
H -4.66232 2.89260 3.81143  0.4010
H -4.77259 1.17939 4.24036  0.3193
H -3.51146 2.19705 4.97588  0.3066
H -3.71368 1.38006 2.00986  0.3379
H -2.53626 2.54737 2.64649  0.2327
H -3.01240 -0.97446 1.93594  0.4355
H -2.23703 -2.79588 3.22800  0.3973
H -0.64237 -2.04492 3.22875  0.0134
H -1.75911 -1.71920 4.55010  0.2898
H 1.79105 3.10024 3.61800  0.3286
H 0.12696 3.68857 3.81727  0.2921
H 0.97406 2.95939 5.19777  0.3229
H 2.47947 0.17615 3.50639  0.3187
H 1.68818 -0.17725 5.06937  0.3058
H 1.25309 -1.11117 3.61725  0.2031
H 1.25276 1.68667 1.34542  0.1433
H 0.12211 0.31431 1.19715  0.1044
H -0.50698 1.97581 1.28118  0.4053
C 2.02986 -4.12934 -0.15566  -0.6853
O 1.41293 -3.02818 -0.85195  -0.2605
C 1.55299 -1.83693 -0.31636  -0.1445
C 1.70876 -0.74937 -1.20637  0.7594
C 2.39823 0.42346 -0.79613  -0.6198
C 2.46771 1.51651 -1.65558  -0.4872
C 1.88649 1.45489 -2.92585  0.9851
C 1.76704 2.67493 -3.78549  -1.3840
C 1.35457 0.24082 -3.38265  -0.6596
C 1.26812 -0.85565 -2.55355  -0.6893
H 1.76556 -5.00105 -0.75307  0.2543
H 3.11970 -3.98200 -0.13111  0.3427
H 1.62836 -4.18162 0.85865  0.3482
H 1.81848 -1.79580 0.74223  0.4662
H 2.85328 0.41148 0.19640  0.5129
H 2.97054 2.43949 -1.35122  0.4330
H 1.31506 2.39182 -4.74320  0.3600
H 1.12750 3.42666 -3.30047  0.3288
H 2.73637 3.14269 -3.98531  0.3679
H 0.99796 0.18248 -4.41840  0.3189
H 0.87496 -1.81260 -2.90426  0.4698

Summary:
HOMO-LUMO gap, eV: 4.91
Charge: +1
ΔE to the lowest compared entry with this formula, charge and spin, kcal/mol: 10.0



(3)
Here is a structure of composition C17H30AlBBr6ClF2LiN4O7V in a non-equilibrium geometry from the Open Molecules 2025 dataset. Energies are from wB97M-V/def2-TZVPD.

Each line ends with the Mulliken charge.
Geometry (Å):
C 3.74313 -3.52541 1.37506  -1.2486
C 2.69203 -2.47056 0.75919  -0.1080
C 2.38697 -2.85689 -0.76834  -0.8421
N 1.73820 -1.76860 -1.54436  -0.2003
B 0.31580 -1.47923 -1.08013  0.4227
C -0.70605 -2.81298 -0.99252  0.2564
O -0.96760 -3.08054 0.41404  -0.1535
N -2.31434 -3.00781 0.61346  0.2248
O -2.61073 -3.79017 1.46224  -0.4388
O -0.33398 -0.73400 -2.19728  -0.5445
C -1.06948 0.36032 -1.63489  -0.6788
C -1.58761 1.51914 -2.59053  -0.3073
C -3.20191 1.66709 -2.47246  -0.7152
N -3.63770 3.05529 -2.03460  -0.7474
C -0.04354 0.79572 -0.43076  1.7931
C -0.73995 1.86562 0.52003  -0.1648
C -1.17772 1.32804 1.95814  0.1816
C 0.04846 1.39224 3.01508  -0.5442
F -1.84985 0.06686 1.95374  -0.2797
C 1.39105 1.34040 -0.87084  -0.5620
C 2.46872 1.85857 0.08760  0.1257
C 3.79481 2.35283 -0.46205  0.6846
N 4.29817 2.40691 -1.79510  -0.5780
C 3.26867 1.92396 -2.63494  -0.5494
C 1.87230 1.42287 -2.33130  -0.4108
O 0.24571 -0.52206 0.05643  0.2825
H 4.42754 -3.04570 2.14422  0.3158
H 4.37114 -3.92404 0.51220  0.2953
H 3.13147 -4.40458 1.78804  0.3506
H 1.74442 -2.51321 1.39614  0.3353
H 3.13346 -1.42044 0.87706  0.2242
H 3.42627 -3.01642 -1.24875  0.5232
H 1.85682 -3.87544 -0.87022  0.1841
H 1.79576 -1.93988 -2.55811  0.2361
H -0.27162 -3.70191 -1.56466  0.1989
H -1.68611 -2.53590 -1.54546  -0.1776
H -1.91258 -0.19278 -1.06867  0.4332
H -1.16218 2.55206 -2.30261  -0.1947
H -1.35259 1.31812 -3.68601  0.7768
H -3.67741 0.93553 -1.74195  0.3639
H -3.70546 1.48952 -3.48351  0.4076
H -3.42066 3.21200 -0.99912  0.3045
H -4.67101 3.05734 -2.05952  0.3150
H 0.00013 2.72912 0.71274  0.6196
H -1.65432 2.34090 0.03990  -0.3206
H -1.94124 2.09160 2.36612  0.3631
H 0.31054 2.51192 3.12043  0.2885
H 0.94981 0.78803 2.68006  0.0231
H -0.36381 1.08218 4.04082  -0.1283
H 2.27111 1.87066 1.20718  0.1682
H 4.55281 2.77104 0.35293  -0.8382
H 3.55740 1.91756 -3.75013  0.2812
H 1.18510 1.08341 -3.17321  0.3436
O -6.67617 -2.41691 -2.92287  -0.9826
V -4.96916 -2.07326 -2.83317  1.2703
O -3.26010 -1.70678 -2.74178  -1.1176
Al -0.19791 4.15568 -2.90678  0.5169
Br -3.98748 2.01971 0.38747  0.0393
C -2.71309 1.67657 6.33922  -0.3271
Br -1.81918 0.09336 5.63796  0.1212
Br -1.45203 3.09673 6.75406  -0.0981
Br -4.13447 2.29791 5.16160  -0.0733
H -3.18331 1.38623 7.27703  0.3402
Br 6.16312 2.37579 0.15550  -0.6589
Br -6.04689 3.16659 1.56700  -0.1525
F 4.76487 -1.35445 0.17629  -0.6806
O 1.29418 -4.11097 -3.37489  -0.5731
H 0.61123 -4.48044 -3.94853  0.2933
H 1.66886 -4.88333 -2.93367  0.2881
Li 5.84979 4.16996 1.97409  0.8289
Cl -0.83062 -1.90070 6.67068  -0.6251

Summary:
HOMO-LUMO gap, eV: 1.71
Charge: -1



(4)
Here is a cluster of 6 separate species, C17H30B2Cl17FNO8P in total in a non-equilibrium geometry from the Open Molecules 2025 dataset. Energies are from wB97M-V/def2-TZVPD.

Each line ends with the Mulliken charge.
Geometry (Å):
C -1.10256 4.58741 -0.03246  -0.8482
C -0.01790 3.36108 -0.10497  -0.1396
B -0.72302 1.84593 -0.14536  0.7057
O -2.14074 1.58230 -0.45742  -0.9126
C 0.25763 0.58482 0.24291  -0.5742
O 0.09403 -0.62887 -0.54467  0.6555
C 0.76883 -0.60333 -1.84270  0.3054
C -0.14428 -0.12948 -3.11549  -0.7624
B 0.68993 0.79409 -4.23717  1.0963
O 0.45189 2.23611 -4.44253  -0.5650
O 1.66334 0.06971 -5.07943  -0.5913
C 1.20988 -2.18501 -2.16174  -0.4924
C 1.24321 -3.13615 -0.82376  0.1669
O 2.40411 -3.36691 -0.16356  -0.5690
Cl -0.32128 -3.94723 -0.13886  0.0811
C 0.17007 0.35668 1.90526  0.7002
C 1.01685 -0.95028 2.39732  -0.2466
C 0.29547 -2.02070 3.37913  -0.1833
C 1.35067 -3.31009 3.52667  -0.1623
F 0.54375 -4.54669 3.65272  -0.3335
O -1.07844 0.68021 2.51292  -0.3064
C -2.22436 -0.12671 2.46220  -0.1367
Cl -2.55472 -1.30607 1.11442  -0.1337
P -3.77240 1.06263 2.51745  0.7111
N -3.29578 2.60862 2.56288  -0.5811
O -4.77312 0.59901 3.91016  -0.5345
O -4.70473 0.76070 1.03918  -0.4894
H -1.53429 4.72581 -1.12132  0.2087
H -0.62386 5.60555 0.29240  0.3030
H -2.00426 4.33492 0.68782  0.1799
H 0.80656 3.43682 0.75141  0.1055
H 0.57342 3.46813 -1.13141  0.1128
H -2.73259 2.27888 -0.03167  0.2127
H 1.36883 0.96590 0.02086  0.0308
H 1.76729 0.00531 -1.88909  0.2714
H -1.08743 0.53725 -2.82083  0.0332
H -0.60261 -1.02318 -3.75255  0.2076
H 1.02651 2.79022 -3.82694  0.2977
H 2.45248 -0.14735 -4.50109  0.0856
H 0.48445 -2.71365 -2.92261  0.4357
H 2.29083 -2.24841 -2.65881  -0.0130
H 0.87456 1.26696 2.26645  -0.7726
H 1.43356 -1.57166 1.46589  -0.1074
H 2.01571 -0.62228 2.96791  0.3227
H 0.03901 -1.62982 4.45139  0.2872
H -0.70142 -2.49999 2.92890  0.0673
H 2.02802 -3.36743 2.54822  0.1597
H 2.02923 -3.19769 4.49028  0.2716
H -2.31870 -0.73426 3.48776  0.6398
H -3.71112 2.98651 3.44590  0.1836
H -5.47083 1.32586 3.94760  0.3621
H -5.47673 0.14500 1.23339  0.3011
Cl 6.98604 -0.97636 -5.46759  -0.1187
C 5.63616 0.11068 -5.09913  -0.0147
Cl 4.68584 0.43911 -6.55809  -0.0968
Cl 4.60982 -0.57993 -3.83049  -0.0844
H 6.04520 1.05636 -4.73441  0.3114
Cl 0.06675 3.81417 3.60863  -0.0386
C 1.61934 3.61406 4.43871  -0.1184
Cl 1.50661 2.34678 5.67193  -0.1249
Cl 2.90248 3.23825 3.27592  -0.1391
H 1.86874 4.55574 4.93437  0.3970
Cl -2.13100 -7.74414 1.14841  -0.1217
C -3.01779 -6.54766 0.18840  0.0440
Cl -4.72824 -6.99334 0.06475  -0.1363
Cl -2.84541 -4.93183 0.89490  -0.0471
H -2.59273 -6.53044 -0.81842  0.2538
Cl 4.44018 -7.33206 -1.51989  -0.1330
C 3.04878 -6.42499 -2.13699  0.6230
Cl 3.37501 -5.82060 -3.77035  -0.1439
Cl 1.59329 -7.43554 -2.12673  -0.1359
H 2.87768 -5.56804 -1.48047  -0.2225
Cl -1.30441 7.59246 -1.79836  -0.1180
C -2.89324 7.64637 -1.01586  0.1059
Cl -2.71683 7.72861 0.74530  -0.1181
Cl -3.83375 9.02473 -1.61194  -0.1376
H -3.43145 6.72843 -1.26557  0.2682

Summary:
HOMO-LUMO gap, eV: 9.16
SMILES: CCB(O)[C@H](O[C@H](CB(O)O)CC(=O)Cl)[C@H](CCCF)O[C@H](Cl)P(=N)(O)O.ClC(Cl)Cl.ClC(Cl)Cl.ClC(Cl)Cl.ClC(Cl)Cl.ClC(Cl)Cl



Q: HOMO-LUMO gap of number 3 (C17H30AlBBr6ClF2LiN4O7V)?
A: 1.71 eV



Q: The lowest HOMO-LUMO gap belongs to which entry?
A: C17H30AlBBr6ClF2LiN4O7V



Q: Number 1 is which compound?
A: C17H29N2OS